1.
DFT (ωB97M-V/def2-TZVPD) results for a cluster of 2 separate species, CH5N4P in total at a distorted geometry.

```
! RIJCOSX wB97M-V def2-TZVPD def2/J DEFGRID3
* xyz 0 1
P 2.41840 0.43916 0.28502
N -1.09716 -1.02703 0.06085
N -2.72956 0.33535 -0.37533
N -1.90904 1.00702 0.32316
N -0.92190 0.09455 0.61322
C -2.24746 -0.83641 -0.57988
H -2.72642 -1.70144 -1.14895
H -0.27129 0.20767 1.42114
H 3.64717 0.01138 0.66450
H 2.80303 -0.02735 -1.01165
H 3.03422 1.49709 -0.25208
*
```

- Energy: -16364.32172 eV
- HOMO level: -10.66 eV
- Kohn-Sham gap: 11.47 eV
- Structure (SMILES): c1nn[nH]n1.P
- Energy above the lowest of the compared OMol25 structures with the same formula, charge and spin: 0.780 eV
- Molecular weight: 104.1 g/mol


2.
DFT (ωB97M-V/def2-TZVPD) results for a cluster of 2 separate species, C5H9NO in total.

```
! RIJCOSX wB97M-V def2-TZVPD def2/J DEFGRID3
* xyz 0 1
O 1.96331 -0.90460 -1.21192
N -1.53156 1.25674 1.25515
C 2.42932 0.19396 -1.05191
C -0.83632 0.15588 0.46611
C -1.34477 -0.07951 -0.94001
C -0.34989 1.45921 0.88175
C -0.46743 -1.09860 1.22822
H -1.32474 -1.78212 1.27098
H 0.39488 2.24764 0.95715
H -1.51725 0.86517 -1.46486
H 0.35900 -1.61368 0.72532
H -2.29445 -0.62815 -0.90855
H 2.25606 0.78159 -0.13087
H -0.62588 -0.67488 -1.51365
H -0.16784 -0.86474 2.25438
H 3.05757 0.68609 -1.81729
*
```

- Energy: -8865.67187 eV
- HOMO level: -9.62 eV
- Kohn-Sham gap: 10.11 eV
- Structure (SMILES): CC1(C)C=N1.C=O
- Energy above the lowest of the compared OMol25 structures with the same formula, charge and spin: 3.541 eV
- Molecular weight: 99.1 g/mol


3.
DFT (ωB97M-V/def2-TZVPD) results for the molecule C4H7NO at a distorted geometry.

```
! RIJCOSX wB97M-V def2-TZVPD def2/J DEFGRID3
* xyz 0 1
O 1.04332 0.79986 -0.65071
N 1.13029 -1.10782 0.67827
C -1.07420 0.00901 0.35749
C -0.18495 -1.19491 0.04434
C 1.66966 -0.07814 0.17502
C -0.35332 1.13872 -0.38299
H -0.33913 2.07376 0.17809
H -1.16434 0.22288 1.42709
H -0.79409 1.32133 -1.37108
H -2.08432 -0.17006 -0.03770
H 2.74040 0.09872 0.21622
H 0.06300 -0.97934 -1.01993
H -0.65231 -2.13400 0.38589
*
```

- Energy: -7797.80438 eV
- HOMO level: -9.79 eV
- Kohn-Sham gap: 10.79 eV
- Structure (SMILES): C1=NCCCO1
- Energy above the lowest of the compared OMol25 structures with the same formula, charge and spin: 1.840 eV
- Molecular weight: 85.1 g/mol


4.
DFT (ωB97M-V/def2-TZVPD) results for the molecule C6H9NO2S at a distorted geometry.

```
! RIJCOSX wB97M-V def2-TZVPD def2/J DEFGRID3
* xyz 0 1
S -1.31976 -0.80387 -2.09019
O -0.91076 -1.06133 0.87354
O 1.15758 3.48904 -1.23819
N -0.16178 -0.07882 0.45115
C -0.92573 -1.29151 2.08808
C 0.45692 1.23979 -1.68983
C 0.29741 2.63803 -1.09845
C -1.62888 -2.49801 2.59858
C 2.00708 0.92518 -1.53082
C -0.31300 0.05961 -1.21467
H 2.41458 1.11812 -0.44637
H -0.20573 -0.75204 2.71215
H -1.75918 -2.52248 3.70234
H 0.19631 1.30988 -2.76097
H 2.31155 -0.06951 -1.83518
H -2.55947 -2.76438 2.04525
H 2.53976 1.59832 -2.19486
H -0.95675 -3.39683 2.30034
H -0.64017 2.86081 -0.67191
*
```

- Energy: -22782.45651 eV
- HOMO level (spin up / spin down): -8.28 / -8.27 eV
- Kohn-Sham gap (spin up / spin down): 7.68 / 7.67 eV
- Energy above the lowest of the compared OMol25 structures with the same formula, charge and spin: 5.955 eV
- Molecular weight: 159.2 g/mol


5.
DFT (ωB97M-V/def2-TZVPD) results for a cluster of 3 separate species, C19H44N2O7 in total at a distorted geometry.

```
! RIJCOSX wB97M-V def2-TZVPD def2/J DEFGRID3
* xyz 0 1
O 4.40929 -4.28951 1.22180
O 3.27533 2.58167 2.86708
O -0.59477 -0.29636 2.25254
O -3.10829 2.21651 -2.13543
O -0.82820 2.69079 -0.32335
O -6.07380 -1.60931 -1.94917
O -4.43729 -1.18194 -4.36927
N 0.22138 -2.11129 1.08113
N 3.22843 -1.26895 1.88329
C -4.81171 -0.15890 -3.44572
C 3.53938 -0.02918 1.09654
C 4.82215 -2.96684 0.75224
C 3.87691 -5.07424 0.13480
C -1.75978 1.83937 -2.40580
C -3.29994 3.62237 -2.20598
C -4.96469 -0.71589 -2.03596
C 3.42466 3.44011 4.01454
C 3.06901 3.33129 1.65017
C 2.70381 -0.94335 3.23582
C -1.00559 1.52339 -1.11988
C -5.67366 -2.97146 -1.96224
C 2.27428 0.90574 0.84067
C 2.67153 2.40543 0.39499
C 0.24153 -1.24075 2.23982
C -5.53479 -1.63543 -5.14822
C 1.19464 -1.39158 3.49251
C -1.74976 2.75082 0.75984
C 4.56047 -1.97212 1.97348
H -5.72876 0.34352 -3.77088
H -1.51238 0.73677 -0.55098
H -5.23423 -2.55415 -5.65553
H -4.04275 -1.20668 -1.70632
H -4.26958 3.85663 -1.76358
H -1.45383 2.03687 1.53463
H -4.00611 0.57924 -3.44419
H -1.71280 3.75727 1.18157
H 3.64651 -6.13212 0.46571
H 4.67976 -2.57408 2.92448
H 2.75431 0.18903 3.42560
H 3.87979 -0.39783 0.06344
H -2.77225 2.54389 0.43799
H 4.31642 -2.66396 -0.21504
H -6.41184 -1.84614 -4.53322
H 1.71662 2.87368 -0.03756
H 2.89403 -4.57265 -0.18248
H 4.35746 0.61144 1.55652
H 0.78093 -0.69010 4.29886
H 4.53175 3.42071 4.31347
H 3.43254 2.42902 -0.44617
H 4.64099 -5.12907 -0.70240
H -4.95133 -3.17645 -2.75693
H 2.25656 4.11980 1.82011
H 2.84405 2.96462 4.87854
H -5.24123 -3.24035 -0.99318
H 3.03577 4.49474 3.87286
H 1.19175 -2.41060 0.90865
H -0.00596 1.16049 -1.38032
H 1.59476 1.02808 1.74727
H -5.16853 0.11249 -1.35154
H -1.24621 2.61660 -2.98120
H 4.06721 3.82779 1.39062
H 1.06822 -2.44120 3.90620
H -0.02997 -1.50442 0.27976
H 3.32485 -1.40080 4.08636
H -1.79896 0.93475 -3.02151
H -2.52728 4.16683 -1.65712
H 1.68603 0.47414 -0.04410
H -5.78573 -0.88521 -5.90564
H 5.42955 -1.21653 1.96182
H -6.55977 -3.58531 -2.13270
H 5.96357 -3.04502 0.64026
H -3.30439 3.94388 -3.25236
*
```

- Energy: -37723.74917 eV
- HOMO level: -8.93 eV
- Kohn-Sham gap: 9.66 eV
- Structure (SMILES): COCCCCN(CCOC)CCC(N)=O.COCCOC.COCCOC
- Molecular weight: 412.6 g/mol


6.
DFT (ωB97M-V/def2-TZVPD) results for the molecule H4N2O at a distorted geometry.

```
! RIJCOSX wB97M-V def2-TZVPD def2/J DEFGRID3
* xyz 0 1
O -0.46666 0.88487 0.02161
N 1.01316 0.20728 -0.07588
N -1.45095 -0.11463 -0.01698
H 1.45957 1.10181 -0.27538
H 1.36199 -0.00028 0.84431
H -1.18089 -0.91342 -0.56625
H -1.57598 -0.39513 0.97574
*
```

- Energy: -5088.79438 eV
- HOMO level: -9.66 eV
- Kohn-Sham gap: 10.83 eV
- Structure (SMILES): NON
- Energy above the lowest of the compared OMol25 structures with the same formula, charge and spin: 1.893 eV
- Molecular weight: 48.0 g/mol


7.
DFT (ωB97M-V/def2-TZVPD) results for a cluster of 2 separate species, C2H6O2Si2 in total at a distorted geometry.

```
! RIJCOSX wB97M-V def2-TZVPD def2/J DEFGRID3
* xyz 0 1
Si 1.07081 -1.31290 0.39540
Si -2.87585 -0.03234 -0.11182
O -0.38970 -1.27368 0.02904
O -2.31844 1.25055 -0.66926
C 1.37878 1.21806 -0.28681
C 2.11276 0.13993 -0.02925
H 1.75815 2.16465 -0.57917
H 3.14688 0.24852 0.27387
H -3.07560 -1.24520 -0.79081
H 1.90509 -2.48360 0.66591
H 0.34176 1.16230 -0.34006
H -3.05465 0.16370 1.44297
*
```

- Energy: -22019.69597 eV
- HOMO level: -9.62 eV
- Kohn-Sham gap: 8.90 eV
- Structure (SMILES): C=C[SiH]=O.O=[SiH2]
- Energy above the lowest of the compared OMol25 structures with the same formula, charge and spin: 3.478 eV
- Molecular weight: 118.2 g/mol


8.
DFT (ωB97M-V/def2-TZVPD) results for a structure of composition C3H5ClN2O at a distorted geometry.

```
! RIJCOSX wB97M-V def2-TZVPD def2/J DEFGRID3
* xyz 0 1
Cl -2.18209 1.83220 -0.29682
O 2.80325 -1.84039 0.17596
N 0.81513 -0.53329 0.22342
N 0.28964 -1.78544 -0.06277
C 2.11410 -0.78407 0.47493
C -1.08950 0.54624 -0.54844
C 0.00344 0.55379 0.37547
H 0.55457 1.32960 1.32219
H 2.47142 0.26936 0.83635
H -0.35117 -1.76139 0.75709
H -0.28661 -1.67882 -0.84021
H -1.62023 -0.24773 -1.37362
*
```

- Energy: -20737.12532 eV
- HOMO level: -8.91 eV
- Kohn-Sham gap: 9.08 eV
- Energy above the lowest of the compared OMol25 structures with the same formula, charge and spin: 5.493 eV
- Molecular weight: 120.5 g/mol